No. 1
Molecular formula: C44H52Cl2IN5O5P2S3Si2Zr
Method: DFT, ωB97M-V with the def2-TZVPD basis set

Each line ends with the Löwdin charge.
CARTESIAN COORDINATES (ANGSTROEM)
I -1.8658 -2.1291 -7.2231  -0.693
Zr -0.0752 -0.8922 -0.8251  1.639
Cl 6.0869 1.2412 -4.0785  0.486
Cl 6.7366 4.1257 -4.7224  0.502
S 1.3398 -3.6973 -4.8099  0.904
S -2.3383 -0.6029 -3.5229  0.700
S 1.3858 -0.8043 -4.4287  0.888
P 0.1119 2.3746 0.3346  0.659
P -0.8599 -0.1844 1.7772  0.686
Si 0.0587 3.7267 -2.5485  0.310
Si -3.0501 -2.1729 1.0178  0.376
O 0.1312 -3.0208 -0.1122  -0.230
O -3.6215 0.1169 -3.4521  -0.533
O 3.3281 1.2143 -1.2128  0.019
O 1.7522 -0.2995 -1.5526  -0.336
O -0.1873 -4.4947 1.8940  0.012
N 0.2075 -3.9184 -2.2120  0.024
N -0.0401 2.7518 -1.1513  -0.246
N -1.5888 -1.3095 0.8217  -0.368
N -1.4719 -0.6567 -2.3127  -0.548
N 0.5950 -2.6736 -2.4845  -0.202
C 0.2424 -7.9333 0.7301  -0.094
C 3.0422 0.0321 -1.4070  -0.616
C 2.4641 5.1406 2.3881  -0.104
C -1.9572 2.0526 4.9723  -0.085
C -3.7909 3.5664 0.7073  -0.100
C -3.2802 0.6667 2.9175  -0.069
C 1.0003 -2.4256 -3.7401  -0.865
C 4.1114 -1.0483 -1.4515  0.004
C 2.3448 -2.0280 4.5629  -0.093
C -1.6519 3.5924 -3.2788  -0.188
C 1.6083 4.5686 1.4562  -0.133
C -1.4792 4.0902 2.1453  -0.109
C -1.2402 1.3175 4.0331  -0.077
C 3.4453 4.3872 3.0041  -0.115
C 0.3796 -0.9703 2.8889  -0.266
C 0.3773 -7.7813 -0.6774  -0.108
C 2.6918 -1.2411 3.4645  -0.093
C 1.1334 3.0590 -3.8874  -0.207
C 1.7347 -0.7699 2.6106  -0.096
C 0.3057 -6.4991 -1.1707  -0.035
C 0.0343 0.7074 0.6278  -0.578
C -3.6468 -2.7655 2.7278  -0.173
C 1.5314 3.2233 1.2263  -0.246
C -3.2119 -3.9087 0.2724  -0.192
C -2.5816 3.0849 0.2501  -0.100
C 0.0166 -6.8464 1.6218  -0.023
C -4.0056 1.2117 3.9986  -0.070
C 3.4712 3.0457 2.6911  -0.078
C -3.8490 4.3918 1.8554  -0.105
C 1.0062 -2.3459 4.7991  -0.092
C 2.1714 -2.8224 -6.1259  -0.541
C 0.9104 5.3787 -2.0424  -0.185
C 0.0295 -4.0709 -0.8912  -0.394
C 2.6314 2.5147 1.6720  -0.064
C 5.5238 2.8757 -4.6036  -1.022
C -4.4279 -1.1795 0.0692  -0.175
C -0.0165 -5.5679 1.0784  -0.283
C -2.6623 4.6668 2.5547  -0.120
C -1.9066 0.6147 2.9793  -0.276
C 0.0516 -1.9040 3.9000  -0.070
C -1.3828 3.3353 0.9551  -0.227
C -3.3667 1.9106 4.9981  -0.090
C 0.0985 -5.3989 -0.3332  -0.091
C 2.0363 -1.3294 -6.0585  -0.497
H 0.1699 -8.9945 1.0859  0.097
H -0.9506 -2.3564 3.9676  0.094
H -0.1440 1.3129 4.0356  0.113
H 1.6770 5.2281 -1.2732  0.002
H 0.4772 -6.3243 -2.2422  0.116
H 1.0350 5.2404 0.8568  0.091
H -4.7108 3.5235 0.1325  0.096
H -3.8678 -0.2618 -0.2304  0.014
H -2.5081 2.4442 -0.6347  0.098
H -5.0470 1.0440 3.9889  0.089
H 3.7411 -1.0240 3.3194  0.097
H -4.8653 4.7810 2.1561  0.105
H 3.0105 -0.8662 -6.1266  0.058
H -3.7727 0.2995 2.0350  0.071
H -1.8767 2.5615 -3.5837  0.014
H -2.9082 -3.8333 -0.7808  0.030
H 0.0014 -3.7184 1.2316  0.065
H 4.2086 4.8754 3.6183  0.098
H -4.5273 -2.2242 3.0509  0.010
H -1.8179 4.2637 -4.1701  0.037
H -5.2518 -0.9433 0.7404  0.007
H 1.4194 5.8535 -2.9192  0.019
H 2.8865 1.5846 1.2090  0.073
H 3.1876 -3.2167 -6.0759  0.061
H 2.2968 6.1803 2.6079  0.091
H -4.2535 -4.2534 0.2785  0.033
H -4.0562 -3.7658 2.6596  0.018
H -0.5482 4.2248 2.7151  0.095
H -1.3960 2.8487 5.5063  0.112
H -2.4482 3.7873 -2.5561  0.003
H 3.1315 -2.5496 5.1721  0.110
H 1.7099 -3.1577 -7.0630  0.063
H -4.7679 -1.6693 -0.8455  0.023
H 1.9548 -0.2596 1.6904  0.060
H 4.2065 2.4585 3.1526  0.074
H 0.6277 -8.6102 -1.3160  0.085
H 5.1035 2.7445 -5.6056  0.023
H 0.0231 -6.9829 2.7210  0.115
H 1.3747 3.6255 -4.8082  0.027
H -2.7253 5.3526 3.4094  0.096
H 4.4921 -1.1845 -0.4403  0.076
H -2.6857 -4.6820 0.8465  0.022
H 4.9059 -0.6164 -2.0898  0.049
H 3.7767 -2.0097 -1.8746  0.081
H -2.8345 -2.6631 3.4517  0.000
H 2.0607 2.7484 -3.4004  0.002
H 4.7639 3.2321 -3.8724  0.037
H 1.3892 -0.9894 -6.8452  0.037
H 0.1934 6.0901 -1.6164  0.009
H -3.9423 2.4335 5.7308  0.087
H 0.7339 -2.9275 5.6395  0.085
H 0.7758 2.0522 -4.3257  0.026

Force components x, y, z for each atom (eV/Å):
I 0.24 -0.02 -0.12
Zr 0.27 -1.66 -1.45
Cl 0.03 0.85 -0.19
Cl 0.65 0.11 0.07
S -0.57 -1.48 -0.12
S -0.50 0.44 0.22
S -0.19 -0.64 0.71
P -0.52 1.73 -0.93
P 0.75 -0.53 -1.32
Si 0.09 -0.94 1.62
Si -1.90 -1.34 -0.80
O -0.09 0.24 0.49
O 0.98 -0.53 0.21
O 0.49 -1.35 -0.23
O 1.40 -0.57 0.50
O 0.58 0.01 -1.23
N -0.19 -2.32 1.91
N 0.96 0.17 -1.78
N 0.23 0.73 1.52
N -0.78 0.59 -0.30
N 0.26 3.49 -3.05
C -0.81 -0.69 0.06
C -1.86 1.67 0.31
C -0.07 0.25 -0.56
C 0.15 0.17 -0.74
C -0.32 1.53 0.62
C 0.05 0.14 0.68
C -0.11 0.28 2.13
C -0.13 0.26 -0.83
C 0.46 -0.59 0.49
C -0.94 1.15 -0.76
C -0.40 1.18 0.59
C 1.31 -0.41 -0.73
C -0.35 -0.22 -0.46
C -0.44 0.33 0.29
C -0.11 -1.54 0.05
C 0.03 0.55 1.97
C 0.88 -0.85 0.95
C 0.58 -2.28 -1.62
C -1.15 0.44 0.04
C 0.34 0.29 -0.67
C -0.54 0.17 1.47
C 0.04 1.12 0.14
C 0.21 -1.20 -0.84
C 0.57 0.22 -0.70
C 0.81 -0.53 -0.06
C 0.85 -1.43 -0.68
C 1.19 -0.43 -0.82
C -0.42 0.20 -1.81
C -0.26 -0.23 -0.31
C 0.77 0.56 -1.11
C -0.09 -1.01 -0.62
C -0.23 0.38 -0.83
C 1.96 1.70 -3.30
C 0.58 0.03 1.83
C -1.31 -0.48 0.32
C 1.62 0.32 0.49
C -0.27 0.40 -0.18
C -1.56 0.39 0.13
C 0.40 1.04 1.38
C -0.65 0.51 -0.09
C -0.66 -0.81 1.74
C 1.08 0.27 -0.37
C -0.69 -0.90 0.91
C 0.05 0.20 1.02
H 0.40 1.16 0.04
H 0.36 0.76 0.10
H -0.39 0.19 0.03
H -0.13 -0.33 -0.23
H -0.27 0.13 0.58
H -1.00 0.31 0.07
H 0.14 -0.63 -0.08
H -0.78 -0.33 0.05
H -0.16 0.32 0.18
H -1.13 0.24 0.13
H 0.08 -0.06 -0.32
H 1.42 -0.26 -0.18
H 0.21 0.23 -0.17
H -0.34 -0.26 -0.02
H 0.51 0.12 -0.10
H 0.16 -0.64 0.08
H -0.53 -0.24 1.05
H -0.46 -0.41 0.19
H 0.00 0.73 0.42
H 0.07 -0.64 0.71
H -0.22 0.13 -0.16
H -0.45 -0.19 0.59
H -0.27 -0.73 0.28
H 0.15 0.48 -0.21
H 0.44 0.41 -0.09
H -0.06 0.52 0.02
H 0.62 -0.46 -0.10
H -0.59 0.11 -0.10
H -0.67 -0.94 0.21
H 0.06 0.37 0.05
H -0.75 0.97 -0.47
H 0.09 -0.09 0.21
H -0.04 -0.03 0.19
H 0.28 0.48 0.04
H 1.07 -1.00 0.22
H -0.19 -0.23 -0.04
H 0.01 0.01 0.45
H -0.28 0.07 -0.88
H -0.15 0.26 0.65
H 0.26 -0.44 -0.18
H 0.07 -0.05 0.00
H 0.36 0.24 -0.41
H -0.21 -0.38 0.45
H -0.06 0.46 0.25
H -0.41 -0.29 0.25
H 0.37 0.18 -0.01
H 0.55 -0.54 -0.61
H -0.47 0.28 -0.16
H 0.03 0.06 -0.11
H -0.28 0.17 0.45
H -0.25 -0.79 0.54
H 0.06 1.41 0.86

* LUMO level: 3.52 eV
* E_HOMO: -2.2 eV
* net charge: -2
* frontier orbital gap: 5.706 eV
* maximum force: 4.636 eV/Å
* ΔE to the lowest compared entry with this formula, charge and spin: 0.00 kJ/mol

No. 2
Molecular formula: C44H53N5O8ReS2
Method: DFT, ωB97M-V with the def2-TZVPD basis set

Each line ends with the Löwdin charge.
CARTESIAN COORDINATES (ANGSTROEM)
Re 0.0630 0.1322 0.4943  1.770
S -2.0113 -1.8694 -1.7581  0.563
S 0.7411 -2.9171 -0.1283  0.537
O -1.3050 -0.7967 -0.9982  -0.431
O 1.7098 -3.8292 0.4089  -0.270
O 2.0876 -0.3421 -2.8376  0.081
O -0.5895 -3.0556 0.3960  -0.289
O -2.9949 -2.6306 -1.0535  -0.266
O 0.5786 0.7523 -1.5461  -0.201
O 1.2595 -1.4794 -0.0641  -0.420
O -2.5484 -1.2267 -2.9747  -0.341
N 0.5457 2.4464 0.1966  0.058
N 1.8324 0.4533 1.6264  0.001
N -0.5621 -0.8364 2.1601  -0.033
N -1.8339 1.1500 0.6875  0.003
N -1.1674 1.0112 -3.3337  0.171
C -0.5710 -2.6705 3.5789  -0.116
C 3.7084 -0.3072 2.7584  -0.119
C -4.6363 3.1144 -0.8632  -0.178
C -2.9515 -0.7490 1.7669  0.061
C 4.5358 -1.1523 3.6763  -0.184
C 0.5523 4.2552 -1.2594  -0.124
C 5.5548 2.6176 2.8100  -0.082
C -0.2361 3.2943 -0.5286  -0.246
C 0.5875 -4.9028 3.6420  -0.067
C 2.9322 1.1993 1.2938  -0.206
C -1.8499 -1.3324 2.3154  -0.213
C -5.8631 -0.6393 -0.2830  -0.067
C -5.5354 0.4752 0.7211  -0.177
C -4.7114 2.8062 -2.3653  -0.075
C -0.9616 -3.3876 -3.7472  -0.057
C 0.1676 0.5952 -3.8354  -0.037
C 1.8458 3.9544 -1.0010  -0.122
C 1.5668 -1.4808 3.1111  0.061
C -4.1525 1.0231 0.5407  -0.114
C -0.0285 -3.7560 4.4539  -0.173
C 3.7080 3.6599 -2.6589  -0.075
C 0.0076 5.3397 -2.1393  -0.179
C 3.0865 4.5601 -1.5808  -0.177
C -2.9456 0.4186 1.0343  -0.218
C -1.6017 3.1996 -0.6103  0.033
C 0.5156 -3.2354 -1.8522  -0.228
C 4.1051 0.7331 1.9850  -0.115
C 1.8226 2.8378 -0.0889  -0.229
C 1.2460 -4.3468 -3.8421  -0.058
C -3.7686 2.1395 -0.1280  -0.121
C -1.8522 -2.4771 3.1714  -0.120
C 0.2243 -1.6572 2.9523  -0.217
C 4.9782 -2.4613 3.0043  -0.073
C 1.4898 -3.9341 -2.5428  -0.037
C 1.0583 0.2653 -2.6360  -0.616
C -3.3313 -4.2668 2.2473  -0.064
C 5.4604 1.3674 1.9250  -0.185
C 2.9469 2.2641 0.4433  0.059
C -2.3362 2.2047 -0.0315  -0.231
C -0.7197 -2.9373 -2.4540  -0.198
C -3.0504 -3.3328 3.4344  -0.169
C -0.0385 4.9259 -3.6151  -0.074
C 2.3042 -0.4830 2.5121  -0.206
C 0.0191 -4.0900 -4.4321  -0.063
H -3.4604 -3.7028 1.3220  0.061
H -0.9909 1.3473 -2.3684  0.111
H -1.9137 -3.1704 -4.2094  0.114
H 6.2039 0.6386 2.2518  0.106
H 3.0305 3.5497 -3.5085  0.063
H -6.8065 -1.1243 -0.0252  0.074
H -4.2257 -4.8639 2.4318  0.073
H 0.6307 6.2303 -2.0375  0.111
H 5.3708 2.3583 3.8544  0.077
H -4.9801 1.7613 -2.5306  0.072
H 1.0580 -5.6314 4.3045  0.073
H -0.1801 -5.4123 3.0566  0.074
H 1.3295 -4.5324 2.9330  0.058
H -0.8336 -4.1429 5.0799  0.104
H 3.9101 2.6913 0.1962  0.115
H -0.9949 5.6142 -1.8081  0.103
H 2.8489 5.5357 -2.0095  0.106
H 5.4166 -0.5876 3.9868  0.105
H -1.8070 0.1830 -3.2109  0.074
H 4.1221 -2.9988 2.5912  0.070
H 2.4175 -4.1668 -2.0369  0.121
H -5.0768 -1.3945 -0.3107  0.056
H -0.4666 5.7156 -4.2352  0.074
H -4.2709 4.1326 -0.7177  0.109
H -3.9228 -2.7029 3.6243  0.109
H 5.6626 -2.2526 2.1801  0.078
H -2.4873 -4.9402 2.0894  0.073
H -5.4538 3.4358 -2.8591  0.073
H -5.9580 -0.2319 -1.2919  0.070
H 3.9708 -1.3754 4.5835  0.109
H 0.0974 -0.2778 -4.4773  0.133
H -5.6453 0.0948 1.7389  0.109
H 4.6480 4.0786 -3.0235  0.073
H -3.7451 2.9898 -2.8457  0.054
H 0.9647 4.7071 -3.9849  0.065
H 4.8079 3.3579 2.5173  0.070
H -0.6465 4.0245 -3.7417  0.055
H 6.5431 3.0753 2.7402  0.071
H 2.0914 -2.1692 3.7600  0.118
H 3.9008 2.6582 -2.2711  0.074
H -2.8784 -3.9266 4.3331  0.104
H 3.8183 4.7290 -0.7861  0.110
H -5.6420 3.0780 -0.4423  0.105
H 0.6280 1.4169 -4.3801  0.127
H -2.1375 3.9477 -1.1810  0.108
H 5.7076 1.6264 0.8930  0.110
H 2.0064 -4.8933 -4.3856  0.109
H -3.9069 -1.2295 1.9296  0.121
H -0.1764 -4.4292 -5.4419  0.107
H 5.4887 -3.1121 3.7162  0.072
H 0.7239 -3.3366 5.1266  0.109
H -6.2573 1.2860 0.6117  0.103
H -1.6207 1.7284 -3.8899  0.142

Force components x, y, z for each atom (eV/Å):
Re 0.85 2.96 -0.98
S 0.20 0.25 -0.30
S -0.04 -0.19 0.25
O -0.35 -0.57 0.08
O 0.47 0.23 -0.36
O 0.04 -0.02 0.05
O -0.08 0.08 0.30
O 0.12 -0.02 0.20
O 0.29 -0.34 -0.13
O -0.66 -0.42 0.26
O 0.02 0.02 0.15
N -0.08 -0.70 0.05
N -0.12 -0.52 0.19
N -0.36 -0.88 0.04
N -0.33 -0.61 0.06
N -0.03 0.22 0.05
C 0.09 -0.08 0.13
C -0.01 -0.06 0.09
C 0.05 -0.13 -0.10
C -0.29 -0.08 -0.12
C 0.00 -0.13 -0.18
C -0.33 0.12 0.03
C -0.01 -0.07 -0.03
C 0.18 -0.06 0.08
C -0.05 0.04 -0.02
C 0.19 -0.24 0.16
C 0.60 0.19 0.08
C 0.00 0.05 0.01
C 0.11 -0.10 -0.07
C 0.01 0.04 0.04
C 0.10 0.07 0.17
C -0.06 0.09 -0.14
C 0.32 -0.13 0.11
C 0.21 -0.14 0.09
C -0.06 -0.08 0.05
C 0.03 0.00 -0.13
C -0.02 0.04 0.02
C 0.06 -0.18 -0.09
C -0.03 -0.15 0.02
C 0.01 0.12 0.11
C -0.07 0.31 -0.27
C -0.45 -0.03 -0.12
C 0.05 0.10 0.02
C -0.18 0.07 -0.07
C 0.02 -0.07 -0.08
C -0.04 0.14 -0.03
C -0.16 -0.12 0.02
C -0.42 0.33 -0.15
C -0.02 0.07 0.04
C -0.07 0.06 0.07
C 0.18 -0.10 0.46
C 0.05 0.05 0.03
C -0.09 0.08 0.07
C 0.24 0.19 -0.23
C -0.18 -0.15 0.05
C 0.29 0.15 0.08
C 0.07 -0.01 -0.14
C -0.01 0.03 0.05
C 0.02 0.12 0.05
C 0.02 -0.04 -0.09
H 0.00 -0.01 0.01
H 0.09 0.08 -0.04
H 0.02 0.03 -0.03
H 0.02 -0.01 -0.06
H 0.02 0.01 0.02
H 0.01 0.02 -0.02
H 0.01 0.00 -0.01
H -0.04 0.04 0.01
H 0.00 0.02 -0.02
H 0.02 0.03 -0.01
H -0.01 0.00 -0.03
H 0.03 0.02 0.01
H 0.00 -0.01 0.02
H 0.03 0.01 0.07
H -0.05 0.02 0.00
H 0.02 0.08 0.02
H 0.03 0.03 0.04
H -0.02 0.00 0.06
H -0.10 -0.26 -0.16
H 0.03 0.00 0.01
H -0.01 0.01 -0.02
H -0.01 -0.01 0.01
H 0.01 -0.03 0.00
H -0.04 0.03 0.04
H -0.01 -0.02 0.05
H -0.04 -0.01 0.00
H -0.03 0.01 -0.01
H 0.04 -0.01 0.00
H 0.04 -0.02 0.02
H 0.02 0.02 0.03
H -0.14 0.00 -0.03
H -0.02 0.02 0.01
H -0.04 -0.01 0.00
H -0.04 -0.04 0.02
H -0.03 -0.02 0.00
H 0.03 -0.01 0.01
H 0.02 0.05 0.00
H -0.03 -0.01 0.00
H -0.01 0.01 -0.02
H 0.00 0.03 -0.01
H -0.06 0.03 0.05
H 0.00 0.06 -0.02
H 0.00 0.03 0.01
H -0.04 0.02 -0.08
H 0.04 -0.01 0.02
H 0.02 -0.03 -0.01
H -0.01 0.03 0.01
H 0.02 0.03 0.01
H -0.01 -0.01 0.03
H 0.00 0.01 -0.02
H -0.02 -0.01 0.04
H -0.03 0.01 0.06
H 0.02 -0.02 -0.04

* LUMO level (spin up / spin down): -1.05 / -0.99 eV
* spin multiplicity: 2
* E_HOMO (spin up / spin down): -6.7 / -6.8 eV
* frontier orbital gap (spin up / spin down): 5.703 / 5.840 eV
* maximum force: 3.234 eV/Å

Question: Which value of maximum force does entry 2 give?
Answer: 3.234 eV/Å

Question: Among the records above, which one has the highest maximum force?
Answer: C44H52Cl2IN5O5P2S3Si2Zr

Question: Which formula does entry 2 have?
Answer: C44H53N5O8ReS2

Question: Number 2 is which compound?
Answer: C44H53N5O8ReS2